C38H104N9O11V | ωB97M-V/def2-TZVPD

Values from the calculation:
- 2S+1 = 2
- lowest unoccupied orbital energy (spin up / spin down) (eV) = -2.00 / -2.00
- E_HOMO (spin up / spin down) (eV) = -9.95 / -9.96
- ⟨S²⟩ = 0.787
- Kohn-Sham gap (spin up / spin down) (eV) = 8.0 / 8.0
- total charge = +1
- ΔE to the lowest compared entry with this formula, charge and spin (kJ/mol) = 189.1

Atoms and positions in Å:
O 0.80 0.93 -0.08
V -0.03 -0.37 -0.49
C 1.66 -3.92 0.66
C 2.53 -2.82 0.19
O 1.74 -1.70 -0.18
H 1.02 -3.61 1.49
H 2.28 -4.78 0.90
H 1.00 -4.29 -0.12
H 3.03 -3.21 -0.69
H 3.12 -2.55 1.06
C -1.69 -3.73 -2.57
C -2.17 -2.45 -1.87
C -3.67 -2.41 -1.51
O -4.09 -1.27 -0.72
C -5.44 -1.15 -0.43
N -1.37 -2.26 -0.59
H -0.62 -3.89 -2.74
H -2.21 -3.91 -3.51
H -2.03 -4.56 -1.95
H -2.02 -1.58 -2.51
H -3.96 -3.23 -0.85
H -4.36 -2.52 -2.35
H -5.61 -0.48 0.42
H -5.97 -2.07 -0.18
H -5.94 -0.77 -1.32
H -1.13 -3.22 -0.43
H -2.18 -2.17 0.00
C -4.75 2.36 5.65
C -3.84 3.19 6.63
C -2.43 3.40 5.94
O -1.88 2.18 5.44
C -0.59 2.36 4.92
N -4.57 4.41 6.97
H -4.24 1.41 5.47
H -4.82 2.77 4.64
H -5.78 2.25 6.02
H -3.61 2.78 7.61
H -1.82 4.02 6.59
H -2.66 4.10 5.13
H -0.10 1.39 4.79
H -0.01 2.98 5.60
H -0.75 2.85 3.96
H -4.02 5.03 7.55
H -5.32 4.14 7.58
C -3.86 -1.00 -6.05
C -2.47 -1.45 -5.62
C -1.40 -1.70 -6.78
O -1.66 -2.90 -7.60
C -1.81 -4.09 -6.78
N -1.94 -0.39 -4.80
H -4.56 -1.15 -5.24
H -4.28 -1.56 -6.88
H -4.02 0.04 -6.34
H -2.52 -2.30 -4.94
H -0.38 -1.63 -6.41
H -1.43 -0.80 -7.40
H -1.37 -4.95 -7.29
H -2.86 -4.35 -6.68
H -1.34 -3.98 -5.80
H -2.70 0.10 -4.35
H -1.69 0.34 -5.45
C -3.22 1.95 1.48
C -1.93 1.19 1.19
C -1.70 0.05 2.14
O -0.46 -0.62 1.79
C 0.03 -1.40 2.88
N -1.96 0.80 -0.20
H -3.23 2.35 2.49
H -4.08 1.31 1.30
H -3.50 2.78 0.83
H -1.13 1.94 1.24
H -2.49 -0.69 2.22
H -1.54 0.45 3.14
H -0.59 -2.28 3.03
H -0.01 -0.90 3.85
H 1.05 -1.70 2.63
H -2.80 0.25 -0.31
H -2.20 1.62 -0.73
C 5.26 0.87 -0.96
C 6.60 0.43 -0.37
C 6.48 0.03 1.17
O 5.98 1.02 2.13
C 6.80 2.15 2.18
N 7.11 -0.70 -1.10
H 4.87 1.69 -0.36
H 4.61 0.00 -1.05
H 5.34 1.24 -1.98
H 7.28 1.28 -0.47
H 7.40 -0.36 1.60
H 5.78 -0.79 1.32
H 7.71 1.96 2.76
H 6.32 2.83 2.88
H 7.01 2.67 1.24
H 7.96 -1.01 -0.64
H 7.27 -0.38 -2.04
C 3.31 0.22 3.88
C 2.74 1.23 2.88
C 3.14 2.69 3.01
O 2.63 3.09 4.27
C 2.97 4.48 4.48
N 3.24 0.78 1.55
H 4.39 0.08 3.88
H 2.93 -0.76 3.59
H 3.15 0.55 4.91
H 1.66 1.19 2.90
H 2.63 3.27 2.24
H 4.22 2.80 3.06
H 2.57 4.63 5.49
H 2.43 5.17 3.84
H 4.04 4.67 4.47
H 2.98 -0.19 1.41
H 4.23 0.70 1.72
C 1.60 -1.57 -3.75
C 1.28 -0.16 -3.23
C 1.60 0.85 -4.39
O 1.34 2.23 -3.99
C 2.08 3.12 -4.76
N -0.05 0.01 -2.68
H 2.65 -1.65 -4.04
H 1.04 -1.74 -4.66
H 1.27 -2.38 -3.09
H 2.03 0.00 -2.45
H 0.99 0.64 -5.27
H 2.63 0.57 -4.61
H 1.83 4.14 -4.48
H 1.97 2.88 -5.82
H 3.12 3.09 -4.44
H -0.14 1.02 -2.69
H -0.67 -0.14 -3.46
C 1.13 4.26 -1.16
C -0.36 4.20 -1.57
C -0.65 5.27 -2.65
O -0.73 6.51 -2.07
C -0.80 7.61 -3.00
N -0.53 2.82 -2.14
H 1.86 3.93 -1.90
H 1.16 3.66 -0.24
H 1.24 5.32 -0.93
H -0.85 4.40 -0.62
H -1.57 5.04 -3.18
H 0.12 5.28 -3.42
H -0.86 8.47 -2.33
H -1.68 7.59 -3.65
H 0.07 7.80 -3.62
H 0.17 2.80 -2.87
H -1.39 2.73 -2.66
C -2.18 -4.52 2.90
C -1.86 -5.54 1.79
C -1.85 -7.02 2.37
O -0.71 -7.54 3.12
C 0.50 -7.57 2.40
N -2.82 -5.44 0.70
H -2.24 -3.47 2.59
H -1.37 -4.63 3.62
H -3.09 -4.77 3.46
H -0.88 -5.38 1.35
H -2.21 -7.73 1.62
H -2.57 -7.03 3.19
H 1.22 -8.21 2.91
H 0.84 -6.54 2.31
H 0.35 -7.92 1.38
H -2.86 -6.37 0.31
H -3.72 -5.38 1.17

These are the Mulliken partial charges, in e, on atoms 1 to 4: O 0.372; V 1.320; C -0.734; C -0.833

***

C3H7NO | ωB97M-V/def2-TZVPD

Values from the calculation:
- 2S+1 = 1
- lowest unoccupied orbital energy (eV) = 0.79
- E_HOMO (eV) = -10.14
- Kohn-Sham gap (eV) = 10.9
- ΔE to the lowest compared entry with this formula, charge and spin (kJ/mol) = 145.9

Atoms and positions in Å:
C 2.19 0.63 1.13
C 2.67 -0.60 1.00
H 2.86 1.44 1.35
H 1.15 0.90 0.96
H 3.75 -0.77 1.08
H 2.11 -1.53 0.95
C -2.87 0.40 -0.79
N -2.02 -0.43 -1.44
O -3.63 0.04 0.08
H -2.86 1.44 -1.14
H -2.10 -1.40 -1.16
H -1.25 -0.14 -2.01

These are the Mulliken partial charges, in e, on atoms 1 to 4: C -0.425; C -0.450; H 0.208; H 0.227